The following is a quantum chemistry calculation of a cluster of 2 separate species, C27H23F6N2O2 in total, from the Open Molecules 2025 dataset.

The LUMO energy is -5.54 eV. The max |F| is 1.9 eV/Å. The value obtained for the HOMO-LUMO gap is 5.7 eV. For the relative energy (zero: lowest compared OMol25 entry of this formula, charge and spin), the calculation gives 69.09 kcal/mol.

```
! RIJCOSX wB97M-V def2-TZVPD def2/J DEFGRID3
* xyz 1 1
F 6.013 1.891 1.769
C 4.951 2.747 1.691
F 4.592 3.052 2.977
F 5.416 3.909 1.123
C 3.808 2.176 0.904
C 2.517 2.641 1.156
C 1.466 2.128 0.420
C 1.659 1.126 -0.578
C 0.517 0.551 -1.201
C 0.431 -0.037 -2.486
C 1.504 -0.151 -3.427
C 1.366 -0.931 -4.563
C 0.114 -1.450 -4.894
C -0.029 -2.271 -6.141
F -1.238 -2.899 -6.232
F 0.107 -1.508 -7.274
F 0.933 -3.246 -6.205
C -1.004 -1.213 -4.096
C -0.826 -0.575 -2.884
C 2.995 0.682 -0.791
C 4.056 1.220 -0.078
H 2.343 3.392 1.925
H 0.454 2.491 0.607
H -0.425 0.581 -0.626
H 2.451 0.353 -3.249
H 2.221 -1.130 -5.209
H -1.992 -1.541 -4.410
H -1.666 -0.484 -2.193
H 3.200 -0.135 -1.481
H 5.075 0.894 -0.275
C -3.912 0.948 -0.754
O -2.892 0.371 0.080
C -2.646 0.875 1.315
C -1.852 0.075 2.130
N -1.328 -1.139 1.597
C -0.744 -1.267 0.364
N -0.500 -2.603 0.266
C 0.170 -3.270 -0.816
C -0.902 -3.284 1.413
C -1.408 -2.368 2.246
C -1.611 0.401 3.470
O -0.796 -0.445 4.142
C -0.394 -0.184 5.501
C -2.173 1.582 3.994
C -2.929 2.402 3.158
C -3.152 2.084 1.818
H -3.926 0.307 -1.637
H -4.892 0.933 -0.260
H -3.648 1.974 -1.046
H 0.397 -2.552 -1.612
H 1.108 -3.725 -0.456
H -0.460 -4.075 -1.226
H -0.777 -4.344 1.525
H -1.804 -2.449 3.233
H 0.243 -1.028 5.761
H 0.174 0.752 5.570
H -1.261 -0.151 6.174
H -1.998 1.856 5.036
H -3.367 3.313 3.564
H -3.728 2.752 1.174
*
```

***

The following is a quantum chemistry calculation of a structure of composition C20H15Cl4N3O7S4SbTc, from the Open Molecules 2025 dataset.

The LUMO energy (alpha / beta) is -2.82 / -2.62 eV. The max |F| is 2.8 eV/Å. The value obtained for the HOMO-LUMO gap (alpha / beta) is 6.0 / 6.2 eV. For the relative energy (zero: lowest compared OMol25 entry of this formula, charge and spin), the calculation gives 0.00 kcal/mol.

```
! RIJCOSX wB97M-V def2-TZVPD def2/J DEFGRID3
* xyz 0 1
Tc 10.271 12.309 8.593
O 12.330 8.961 7.521
C 11.836 10.061 7.576
O 10.887 10.420 8.437
C 12.190 11.210 6.616
C 13.127 11.124 5.618
C 13.329 12.237 4.798
C 12.592 13.392 5.073
C 11.726 13.388 6.150
N 11.506 12.301 6.860
H 13.662 10.170 5.523
H 14.094 12.189 4.004
H 12.680 14.284 4.484
H 11.091 14.248 6.344
Cl 7.346 18.293 7.271
C 8.235 17.061 8.081
C 8.852 17.271 9.360
Cl 8.596 18.802 10.088
C 9.586 16.235 9.945
Cl 10.490 16.415 11.358
C 9.612 14.991 9.296
O 10.194 13.867 9.727
C 9.067 14.836 8.038
O 9.272 13.629 7.501
C 8.342 15.859 7.411
Cl 7.737 15.483 5.856
S 10.641 12.711 12.384
Sb 12.552 11.383 11.706
S 9.505 11.576 10.971
S 12.636 12.368 9.559
S 10.608 9.904 11.268
C 4.957 11.726 7.461
C 5.318 10.344 8.070
C 6.685 9.783 7.632
C 6.740 8.303 8.113
C 8.036 7.579 7.971
C 6.694 9.797 6.099
O 5.878 9.164 5.470
N 7.664 10.555 5.483
C 8.729 11.155 6.137
O 9.623 11.614 5.423
N 8.727 11.218 7.537
C 7.802 10.532 8.247
O 7.839 10.530 9.443
H 3.956 12.037 7.780
H 5.038 11.713 6.363
H 5.655 12.465 7.864
H 4.566 9.615 7.797
H 5.318 10.448 9.165
H 5.906 7.754 7.656
H 6.501 8.404 9.162
H 8.447 7.555 6.954
H 7.985 6.571 8.350
H 8.844 8.051 8.524
H 7.748 10.479 4.459
*
```

***

The following is a quantum chemistry calculation of a structure of composition C29H53BrCaN7O2PS2, from the Open Molecules 2025 dataset.

The LUMO energy is 0.23 eV. The max |F| is 2.2 eV/Å. The value obtained for the HOMO-LUMO gap is 7.2 eV. For the relative energy (zero: lowest compared OMol25 entry of this formula, charge and spin), the calculation gives 1.49 kcal/mol.

```
! RIJCOSX wB97M-V def2-TZVPD def2/J DEFGRID3
* xyz 0 1
Ca 9.543 8.293 17.373
C 14.785 7.648 21.423
C 13.299 7.546 21.376
C 12.503 7.048 22.384
C 11.117 6.948 22.242
C 10.618 7.221 20.971
Br 8.803 6.812 20.636
N 11.329 7.712 19.965
C 12.658 7.909 20.199
H 15.181 7.357 22.401
H 15.079 8.689 21.249
H 15.248 7.060 20.607
H 12.952 6.758 23.335
H 10.497 6.532 23.009
H 13.185 8.271 19.316
C 8.002 6.467 13.761
C 9.058 7.588 14.023
O 9.532 8.203 13.066
O 9.412 7.715 15.247
H 7.296 6.731 12.993
H 7.520 6.220 14.716
H 8.574 5.614 13.383
S 12.585 8.370 16.884
C 12.281 9.828 16.017
N 11.327 9.924 15.090
C 11.136 11.074 14.193
C 12.429 11.864 14.084
C 12.936 12.197 15.491
N 12.996 10.950 16.276
H 10.742 9.108 14.872
H 10.362 11.718 14.602
H 10.784 10.671 13.253
H 12.243 12.790 13.570
H 13.223 11.321 13.523
H 12.244 12.849 15.981
H 13.897 12.681 15.445
H 13.785 10.764 16.843
C 8.427 11.811 18.003
S 9.264 10.780 19.219
C 10.874 11.595 19.212
H 9.027 11.933 17.110
H 8.136 12.785 18.375
H 7.571 11.220 17.729
H 10.926 12.565 19.702
H 11.319 11.635 18.225
H 11.596 10.971 19.749
N 7.403 8.486 17.943
P 5.998 8.363 18.577
N 4.776 8.627 17.437
C 5.062 8.510 16.021
C 3.771 8.782 15.184
C 2.922 9.849 15.834
C 2.455 9.339 17.204
C 3.410 8.322 17.808
N 5.809 6.824 19.293
C 4.891 6.498 20.357
C 3.787 5.518 19.950
C 4.408 4.243 19.346
C 5.267 4.654 18.173
C 6.320 5.672 18.585
N 5.515 9.388 19.865
C 6.416 9.377 21.001
C 5.793 10.021 22.241
C 5.372 11.465 22.006
C 4.481 11.439 20.766
C 5.179 10.764 19.573
H 5.455 7.536 15.737
H 5.824 9.192 15.740
H 3.277 7.810 15.151
H 4.073 9.051 14.162
H 2.017 10.123 15.282
H 3.505 10.797 15.966
H 1.472 8.874 17.131
H 2.298 10.178 17.907
H 3.134 7.300 17.474
H 3.318 8.272 18.908
H 4.456 7.407 20.769
H 5.458 6.047 21.171
H 3.085 5.971 19.270
H 3.224 5.258 20.868
H 3.626 3.532 19.049
H 4.999 3.775 20.122
H 4.657 5.085 17.378
H 5.812 3.804 17.730
H 6.926 6.001 17.739
H 7.047 5.151 19.244
H 7.346 9.922 20.787
H 6.651 8.364 21.334
H 6.501 9.947 23.072
H 4.918 9.451 22.517
H 6.226 12.128 21.859
H 4.811 11.798 22.873
H 4.211 12.447 20.456
H 3.567 10.916 20.984
H 6.066 11.371 19.287
H 4.507 10.817 18.709
*
```

***

Which of these has the lowest relative energy (zero: lowest compared OMol25 entry of this formula, charge and spin)?
C20H15Cl4N3O7S4SbTc

***

Which formula does entry 2 have?
C20H15Cl4N3O7S4SbTc

***

What is the formula in the second record?
C20H15Cl4N3O7S4SbTc